The following is a quantum chemistry calculation of 7 unconnected molecules or ions with the total composition C14H43N5O7 at a distorted geometry, from the OMol25 dataset.

Output
Energy in eV: -36998.8557
Energy above the lowest of the compared OMol25 structures with the same formula, charge and spin in eV: 0.000
2S+1: 1
SMILES: COC[C@H](C)N.NC(N)=O.NC(N)=O.CCO.CCO.CCO.CCO
LUMO energy in Ha: 0.007

Last column: Löwdin charge in e.
CARTESIAN COORDINATES (ANGSTROEM)
C -1.7297 1.7639 0.9593  -0.041
C -2.2018 1.8963 -0.4732  -0.407
C -3.0768 3.1147 -0.7170  -0.202
O -3.5453 3.2189 -2.0420  -0.180
C -2.8748 4.1894 -2.8358  -0.101
N -1.0574 1.7698 -1.4155  0.053
H -2.5883 1.7328 1.6343  0.088
H -1.1074 2.6118 1.2626  0.067
H -1.1782 0.8381 1.1130  0.057
H -2.7932 0.9910 -0.6748  0.135
H -2.5167 4.0098 -0.4132  0.130
H -3.9825 3.0192 -0.1125  0.130
H -3.0203 5.1946 -2.4273  0.089
H -3.3665 4.1856 -3.8092  0.088
H -1.8168 3.9609 -2.9608  0.057
H -0.4342 2.5724 -1.2761  0.026
H -1.4204 1.9563 -2.3462  0.081
C 2.3496 1.9641 1.9698  -0.087
C 2.0092 3.4097 1.7713  -0.307
O 0.7922 3.7402 2.4613  -0.087
H 2.7615 1.7709 2.9660  0.081
H 3.0955 1.5647 1.2840  0.070
H 1.4445 1.3540 1.9278  0.066
H 1.8709 3.6542 0.7140  0.086
H 2.7967 4.0605 2.1697  0.112
H 0.6536 4.6772 2.2966  0.082
C -2.9874 -4.3724 -1.5644  -0.081
C -3.1984 -3.0337 -2.2690  -0.321
O -3.3982 -1.9829 -1.3322  -0.101
H -2.6773 -5.1181 -2.3054  0.072
H -3.9646 -4.7359 -1.2431  0.072
H -2.2646 -4.2704 -0.7625  0.052
H -4.0925 -3.0429 -2.8923  0.108
H -2.3674 -2.7792 -2.9373  0.105
H -2.5792 -1.8769 -0.8310  0.039
C -0.1835 -3.6161 3.1249  -0.082
C -1.5440 -3.5793 2.4514  -0.339
O -2.5423 -3.9283 3.3957  -0.070
H -0.0209 -4.6074 3.5466  0.079
H -0.1697 -2.8800 3.9289  0.082
H 0.5833 -3.4035 2.3804  0.045
H -1.5073 -4.2827 1.6083  0.101
H -1.7690 -2.5888 2.0386  0.102
H -3.3508 -4.1655 2.9342  0.083
C 1.6453 -0.7624 -0.3782  -0.084
C 0.3073 -1.4020 -0.0419  -0.340
O -0.6403 -1.1011 -1.0291  -0.092
H 2.5124 -1.0766 0.2043  0.065
H 1.4993 0.2971 -0.1470  0.033
H 1.8287 -0.9325 -1.4401  0.082
H -0.0416 -1.1262 0.9614  0.096
H 0.4549 -2.4885 0.0332  0.101
H -0.8102 -0.1403 -0.9657  0.035
C 4.6623 -3.4170 1.5035  -0.690
O 5.2057 -3.3441 2.5937  0.024
N 3.4240 -3.9678 1.3465  0.153
N 5.2773 -2.9766 0.3602  0.145
H 2.9244 -3.9743 0.4785  0.088
H 3.0541 -4.3933 2.1759  0.100
H 4.8605 -3.0627 -0.5476  0.087
H 6.1654 -2.5225 0.4528  0.100
C 1.5894 3.5245 -1.9986  -0.659
O 0.4009 3.8011 -2.1055  -0.002
N 2.5173 4.5316 -1.9874  0.161
N 2.0671 2.2582 -1.9102  0.185
H 2.1545 5.4535 -2.1350  0.106
H 3.4807 4.3665 -1.7677  0.096
H 3.0272 1.9980 -2.0402  0.108
H 1.4040 1.5004 -1.9139  0.074

The following is a quantum chemistry calculation of 3 unconnected molecules or ions with the total composition H6O3 at a distorted geometry, from the OMol25 dataset.

Output
Energy in eV: -6239.8304
Energy above the lowest of the compared OMol25 structures with the same formula, charge and spin in eV: 0.423
2S+1: 1
SMILES: O.O.O
LUMO energy in Ha: 0.015

Last column: Löwdin charge in e.
CARTESIAN COORDINATES (ANGSTROEM)
O -1.5864 0.4861 1.3804  -0.035
H -1.6207 1.4385 1.4694  0.057
H -1.1796 0.1837 2.1924  0.055
O -0.2351 -0.1622 -0.8739  -0.044
H -0.7788 -0.3429 -0.1071  0.013
H -0.8388 0.2179 -1.5120  0.062
O 2.3232 -0.5903 -1.1548  -0.079
H 1.3679 -0.5314 -1.1635  -0.048
H 2.5484 -0.6993 -0.2308  0.018

The following is a quantum chemistry calculation of a single C5H7NO molecule, from the OMol25 dataset.

Output
Energy in eV: -8832.3478
Energy above the lowest of the compared OMol25 structures with the same formula, charge and spin in eV: 3.855
2S+1: 1
SMILES: OCC#C[C@H]1CN1
LUMO energy in Ha: 0.027

Last column: Löwdin charge in e.
CARTESIAN COORDINATES (ANGSTROEM)
O 2.7430 0.2941 1.3138  -0.061
C 2.5979 -0.5453 0.1804  -0.272
C 1.1745 -0.5698 -0.2008  0.006
C -0.0096 -0.3301 -0.1357  0.025
C -1.1997 0.1890 0.5122  -0.341
C -2.4600 0.6796 -0.0781  -0.149
N -2.4456 -0.5439 0.7154  0.022
H 2.3490 1.1472 1.0802  0.092
H 3.2531 -0.2161 -0.6377  0.115
H 2.9306 -1.5392 0.4936  0.120
H -0.8652 0.7168 1.4041  0.141
H -2.5981 0.6357 -1.1541  0.107
H -2.9470 1.5138 0.4229  0.101
H -2.4900 -1.3607 0.1124  0.094

The following is a quantum chemistry calculation of a molecular structure, C37H38N4O5PtS3 at a distorted geometry, from the OMol25 dataset.

Output
Energy in eV: -90937.7853
Energy above the lowest of the compared OMol25 structures with the same formula, charge and spin in eV: 1.920
2S+1: 1
LUMO energy in Ha: -0.004

Last column: Löwdin charge in e.
CARTESIAN COORDINATES (ANGSTROEM)
Pt 0.5679 0.1337 0.7677  1.238
C -2.6783 0.6939 2.5080  0.015
C -1.3847 0.3547 3.1514  -0.314
N -0.2341 0.3262 2.5780  -0.033
C 0.7277 0.0763 3.4903  -0.118
C 0.1219 -0.0877 4.7314  -0.048
N -1.2159 0.0992 4.4797  0.204
C 0.6148 -0.4055 6.0982  -0.478
O 1.9309 -0.5106 6.2352  0.122
O -0.1798 -0.5504 7.0018  0.100
C 2.1459 0.0537 3.0304  -0.552
O 3.0551 -0.1131 3.8647  0.050
O 2.3072 0.2175 1.7892  -0.123
H -2.5345 0.7035 1.4230  0.065
H -3.0158 1.6733 2.8599  0.097
H -3.4264 -0.0434 2.7503  0.049
H -1.9303 0.0484 5.1953  0.181
H 2.4258 -0.3514 5.3520  0.085
C 3.5237 -0.1358 -5.6517  -0.058
C 4.1158 -0.8078 -4.4060  -0.554
C 4.3094 -2.3008 -4.7032  -0.042
C 5.4732 -0.1662 -4.0914  -0.037
C 3.2109 -0.6350 -3.1855  -0.139
C 3.4089 -1.3552 -1.9666  0.049
C 2.5386 -1.1109 -0.8627  -0.089
N 1.5572 -0.2273 -0.9226  -0.070
C 1.3739 0.4476 -2.0885  -0.159
C 2.1627 0.2555 -3.1918  0.025
C 0.1792 1.3837 -2.1200  -0.230
C -0.6225 1.4006 -3.2423  0.005
C -1.7894 2.1546 -3.2745  -0.153
C -2.0639 2.9102 -2.1417  -0.024
C -1.1782 2.8566 -1.0607  -0.106
N -0.0721 2.1050 -1.0391  0.082
C -2.6939 2.1405 -4.5071  -0.526
C -2.8477 0.7072 -5.0342  -0.032
C -2.0538 3.0152 -5.5868  -0.039
C -4.0904 2.6840 -4.1899  -0.059
H 4.1639 -0.3365 -6.5128  0.089
H 3.4601 0.9487 -5.5395  0.086
H 2.5251 -0.5205 -5.8795  0.090
H 4.8719 -2.4203 -5.6322  0.088
H 3.3474 -2.8055 -4.8189  0.083
H 4.8662 -2.8057 -3.9153  0.079
H 6.1473 -0.2815 -4.9446  0.090
H 5.9385 -0.6317 -3.2238  0.085
H 5.3598 0.8999 -3.8838  0.093
H 4.1944 -2.0863 -1.8526  0.111
H 2.6347 -1.6452 0.0868  0.120
H 1.9521 0.8409 -4.0608  0.109
H -0.3767 0.7446 -4.0791  0.111
H -2.9470 3.5234 -2.0709  0.114
H -1.3781 3.4277 -0.1627  0.115
H -1.9124 0.3082 -5.4250  0.079
H -3.5727 0.6912 -5.8519  0.095
H -3.2062 0.0358 -4.2488  0.054
H -1.0614 2.6449 -5.8542  0.084
H -1.9500 4.0450 -5.2415  0.090
H -2.6743 3.0143 -6.4868  0.089
H -4.5591 2.1295 -3.3681  0.014
H -4.7276 2.5867 -5.0711  0.098
H -4.0662 3.7404 -3.9229  0.088
O -1.3385 0.0381 -0.1819  -0.321
C -1.9300 -1.1796 -0.5924  -0.559
C -2.3539 -1.9797 0.6320  -0.481
C -1.5072 -2.5531 1.5607  -0.191
C -2.1932 -3.0833 2.6867  -0.175
C -3.5443 -2.9086 2.5975  -0.405
S -3.9885 -2.1088 1.1483  1.053
C -1.0099 -2.0167 -1.4954  -0.448
C -0.6103 -1.6699 -2.7405  -0.143
C 0.2853 -2.6071 -3.3269  -0.177
C 0.5370 -3.6597 -2.5195  -0.407
S -0.3078 -3.5304 -1.0391  1.078
C -3.1295 -0.7846 -1.4165  -0.495
C -3.6073 0.4649 -1.5556  -0.105
C -4.7598 0.5383 -2.3912  -0.200
C -5.1207 -0.6826 -2.8732  -0.395
S -4.0625 -1.9104 -2.3244  1.066
H -0.3955 -2.5602 1.4491  0.090
H -1.7043 -3.5770 3.5151  0.105
H -4.2975 -3.2318 3.2932  0.062
H -0.9455 -0.7649 -3.2311  0.085
H 0.7098 -2.5016 -4.3157  0.101
H 1.1625 -4.5150 -2.7193  0.068
H -3.1306 1.2985 -1.0775  0.093
H -5.2892 1.4519 -2.6193  0.087
H -5.9465 -0.9253 -3.5241  0.073

The following is a quantum chemistry calculation of 2 unconnected molecules or ions with the total composition C3H10BNO at a distorted geometry, from the OMol25 dataset.

Output
Energy in eV: -7484.2947
Energy above the lowest of the compared OMol25 structures with the same formula, charge and spin in eV: 4.631
2S+1: 1
LUMO energy in Ha: 0.014

Last column: Löwdin charge in e.
CARTESIAN COORDINATES (ANGSTROEM)
B -0.2507 0.6736 -0.3391  -0.094
C -0.3826 1.2364 -1.7983  -0.004
C 0.5009 -1.5455 -0.5512  -0.027
C 0.0532 -0.7761 1.7256  -0.058
N 0.0007 -0.4722 0.3246  -0.118
O -0.4834 2.6277 1.1717  -0.299
H -1.4019 1.5643 -1.9709  0.072
H -0.0346 0.4642 -2.3856  0.006
H 0.2748 2.1817 -1.7168  0.113
H -0.2860 -2.2349 -0.5517  0.077
H 0.3923 -1.3244 -1.6866  0.122
H 1.4110 -1.9478 -0.3097  0.068
H -0.5577 -0.0117 2.3333  0.128
H -0.4072 -1.7122 2.0446  0.087
H 1.1170 -0.8963 1.9663  0.101
H 0.0541 2.1732 1.7438  -0.174

- energy of number 4 (C37H38N4O5PtS3)?
  -90937.7853 eV